(1)
Entry from the OMol25 dataset: a 3-piece molecular cluster, C5H15N2O3 overall (the ωB97M-V functional and the def2-TZVPD basis).

Spin multiplicity: 1
ΔE to the lowest compared entry with this formula, charge and spin (eV): 0.000
Strongest force on any atom (eV Å⁻¹): 0.69
Total charge: -1
Frontier orbital gap (eV): 8.66
E (eV): -14552.1673

Positions of all 25 atoms, in Å:
C 1.826 0.590 -0.811
O 2.086 1.956 -0.703
C 1.443 -0.039 0.523
C 1.165 -1.542 0.486
C 0.041 -1.979 -0.439
N -3.296 -0.771 -1.010
C -2.299 -1.539 -0.906
N -1.258 -1.460 -0.009
H 2.740 0.117 -1.181
H 1.044 0.404 -1.559
H 2.245 0.163 1.210
H 0.599 0.511 0.926
H 2.063 -2.084 0.156
H 0.910 -1.869 1.499
H 0.255 -1.689 -1.467
H -0.007 -3.074 -0.429
H -3.214 0.011 -0.355
H -2.244 -2.406 -1.567
H -1.205 -0.562 0.495
H -1.939 2.268 2.204
H -0.690 2.314 1.153
O -1.422 1.645 1.678
H 1.312 2.422 -0.211
H -0.340 3.511 -0.193
O 0.185 3.102 0.511

---

(2)
Entry from the OMol25 dataset: an isolated ion of composition C5H15N2OS and charge +1 (the ωB97M-V functional and the def2-TZVPD basis).

Spin multiplicity: 1
ΔE to the lowest compared entry with this formula, charge and spin (eV): 0.000
SMILES: C[C@H]([NH3+])[C@H](N)[C@@](C)(O)S
Strongest force on any atom (eV Å⁻¹): 5.33
Total charge: +1
Frontier orbital gap (eV): 9.90
E (eV): -21283.8004

Positions of all 24 atoms, in Å:
C 2.270 -0.321 0.272
C 1.269 0.825 -0.116
N 0.803 1.590 1.024
C 0.110 0.197 -0.838
N -0.557 1.254 -1.661
C -1.028 -0.413 0.136
C -1.707 -1.573 -0.452
O -0.555 -0.795 1.422
S -2.383 0.856 0.487
H 3.242 0.009 0.181
H 2.035 -0.404 1.401
H 2.016 -1.157 -0.296
H 1.811 1.535 -0.726
H 0.318 2.486 0.734
H 1.547 1.706 1.709
H 0.082 1.058 1.424
H 0.493 -0.648 -1.581
H 0.215 1.740 -2.092
H -1.184 0.881 -2.350
H -1.825 -1.317 -1.562
H -2.628 -1.840 0.036
H -1.118 -2.494 -0.492
H -1.177 -1.505 1.645
H -2.540 0.283 1.668

---

(3)
Entry from the OMol25 dataset: a 2-piece molecular cluster, C5H15N2S overall (the ωB97M-V functional and the def2-TZVPD basis).

Spin multiplicity: 1
ΔE to the lowest compared entry with this formula, charge and spin (eV): 5.273
Strongest force on any atom (eV Å⁻¹): 4.96
Total charge: +1
Frontier orbital gap (spin up / spin down) (eV): 8.39 / 8.87
E (eV): -19232.5401

Positions of all 23 atoms, in Å:
C 1.599 -1.201 0.060
C -0.590 -0.896 1.650
C -2.134 -0.503 -1.126
C 1.692 1.893 -0.473
C 0.472 -0.458 0.644
N -0.550 1.945 1.082
N -0.832 0.153 -1.142
S 0.958 1.255 1.129
H 1.921 -0.635 -0.735
H 2.311 -1.542 0.840
H 1.270 -2.277 -0.253
H -1.333 -1.399 1.070
H -0.377 -1.622 2.373
H -1.042 -0.170 2.268
H -2.029 -1.600 -0.949
H -2.687 -0.225 -0.317
H -2.816 -0.163 -1.960
H 1.545 2.941 -0.321
H 1.195 1.261 -1.287
H 2.729 1.567 -0.483
H -0.717 2.503 1.900
H -1.007 1.627 0.200
H -0.346 -0.449 -1.785

---

(4)
Entry from the OMol25 dataset: a single C5H15N3 molecule (the ωB97M-V functional and the def2-TZVPD basis).

Spin multiplicity: 1
ΔE to the lowest compared entry with this formula, charge and spin (eV): 3.154
SMILES: CC[C@@H](N)CNCN
Strongest force on any atom (eV Å⁻¹): 5.31
Frontier orbital gap (eV): 9.45
E (eV): -9895.9968

Positions of all 23 atoms, in Å:
C 2.720 1.350 -0.107
C 1.124 0.800 -0.207
C 0.730 0.082 1.144
N 0.700 1.180 2.156
C -0.753 -0.771 0.835
N -0.906 -1.067 -0.596
C -2.307 -1.435 -1.029
N -2.595 -0.682 -2.264
H 3.427 0.504 -0.179
H 2.943 2.215 -0.797
H 2.861 1.892 0.787
H 0.336 1.529 -0.484
H 1.130 -0.065 -0.823
H 1.493 -0.562 1.457
H 1.138 0.774 2.999
H 0.841 2.111 1.746
H -1.578 -0.033 1.164
H -0.885 -1.706 1.409
H -0.317 -1.819 -0.879
H -2.425 -2.528 -1.330
H -2.969 -1.376 -0.124
H -1.874 -0.717 -2.922
H -2.833 0.323 -1.958

---

(5)
Entry from the OMol25 dataset: a single C5H15N3 molecule (the ωB97M-V functional and the def2-TZVPD basis).

Spin multiplicity: 1
ΔE to the lowest compared entry with this formula, charge and spin (eV): 3.186
SMILES: CNC[C@H](N)CCN
Strongest force on any atom (eV Å⁻¹): 4.61
Frontier orbital gap (eV): 9.42
E (eV): -9895.9655

Positions of all 23 atoms, in Å:
C -2.447 1.067 1.909
N -1.857 0.033 0.894
C -0.463 -0.322 1.185
C 0.314 -1.272 0.186
N 1.592 -1.687 0.851
C 0.545 -0.659 -1.233
C 1.288 0.762 -1.274
N 1.082 1.649 -2.502
H -3.224 1.540 1.314
H -2.669 0.510 2.870
H -1.688 1.965 1.978
H -2.039 0.208 -0.153
H -0.047 0.713 1.192
H -0.487 -0.673 2.138
H -0.271 -2.163 0.004
H 1.685 -1.350 1.828
H 2.334 -1.110 0.468
H -0.484 -0.709 -1.534
H 1.084 -1.358 -1.965
H 2.467 0.638 -1.136
H 0.777 1.310 -0.301
H 1.349 1.219 -3.435
H 0.062 1.839 -2.609

---

(6)
Entry from the OMol25 dataset: a 2-piece molecular cluster, C5H15N3 overall (the ωB97M-V functional and the def2-TZVPD basis).

Spin multiplicity: 1
ΔE to the lowest compared entry with this formula, charge and spin (eV): 3.644
Strongest force on any atom (eV Å⁻¹): 0.47
Frontier orbital gap (eV): 7.73
E (eV): -9895.5069

Positions of all 23 atoms, in Å:
C -0.315 1.267 1.901
C 0.085 2.241 -0.227
C -1.040 -1.376 0.593
N 0.268 1.066 0.593
C -0.630 -0.411 -0.489
N -1.496 -0.055 -1.371
H -1.115 0.504 -2.130
H -0.134 0.404 2.545
H 0.117 2.143 2.407
H 0.625 2.143 -1.177
H 0.468 3.147 0.261
H -1.406 1.431 1.856
H -0.977 2.415 -0.476
H -1.933 -0.986 1.075
H -1.289 -2.346 0.156
H -0.269 -1.513 1.350
C 1.384 -2.049 -0.997
N 0.886 -0.664 -0.913
H 1.012 -0.189 -1.802
H 1.229 0.007 -0.108
H 0.749 -2.632 -1.664
H 1.374 -2.497 -0.008
H 2.407 -2.050 -1.374

---

(7)
Entry from the OMol25 dataset: an isolated ion of composition C5H15N3 and charge +1 (the ωB97M-V functional and the def2-TZVPD basis).

Spin multiplicity: 2
ΔE to the lowest compared entry with this formula, charge and spin (eV): 3.318
Strongest force on any atom (eV Å⁻¹): 4.32
Total charge: +1
Frontier orbital gap (spin up / spin down) (eV): 9.72 / 4.42
E (eV): -9887.1602

Positions of all 23 atoms, in Å:
N -1.162 -1.459 2.007
C -1.947 -1.479 0.679
C -2.099 -0.102 -0.128
N -0.747 0.546 -0.170
C -0.250 0.753 -1.477
C 1.389 0.787 -1.459
N 2.134 -0.133 -0.568
C 2.477 0.491 0.694
H -1.411 -0.999 2.817
H -0.203 -1.438 1.919
H -1.192 -1.991 0.069
H -2.899 -1.909 1.084
H -2.784 0.616 0.369
H -2.601 -0.408 -1.056
H -0.691 1.445 0.355
H -0.548 1.776 -1.805
H -0.357 -0.133 -2.325
H 1.739 0.578 -2.552
H 1.595 1.877 -1.169
H 1.455 -0.883 -0.381
H 2.905 1.565 0.425
H 1.806 0.498 1.541
H 3.391 0.002 1.132

---

(8)
Entry from the OMol25 dataset: a 3-piece molecular cluster, C5H15N3 overall (the ωB97M-V functional and the def2-TZVPD basis).

Spin multiplicity: 1
ΔE to the lowest compared entry with this formula, charge and spin (eV): 6.450
Strongest force on any atom (eV Å⁻¹): 6.54
Total charge: +2
Frontier orbital gap (eV): 8.79
E (eV): -9877.1093

Positions of all 23 atoms, in Å:
C 0.257 0.947 2.232
C 1.152 2.237 -0.660
C -2.332 -1.441 -0.899
C 1.302 1.257 -1.493
C 1.182 -1.544 -0.528
N 0.264 1.916 3.045
N -0.046 -1.516 -0.174
N -1.003 -2.221 -0.998
H -0.508 0.164 2.365
H 0.665 0.957 1.365
H 2.007 2.533 -0.077
H 0.256 2.616 -0.360
H -2.279 -0.449 -0.587
H -2.800 -1.436 -1.846
H -2.996 -1.942 -0.078
H 2.284 0.769 -1.690
H 0.484 0.853 -2.091
H 1.585 -1.913 -1.458
H 1.759 -0.751 -0.140
H -0.338 1.648 3.875
H 0.817 2.799 2.875
H -0.954 -3.194 -0.630
H -0.757 -2.292 -2.046

---

(9)
Entry from the OMol25 dataset: a 2-piece molecular cluster, C5H15N3O overall (the ωB97M-V functional and the def2-TZVPD basis).

Spin multiplicity: 1
ΔE to the lowest compared entry with this formula, charge and spin (eV): 2.255
SMILES: C/C(N)=C\O.CC(N)N
Strongest force on any atom (eV Å⁻¹): 3.18
Frontier orbital gap (eV): 8.08
E (eV): -11944.4945

Positions of all 24 atoms, in Å:
C -1.926 -1.041 0.754
C -1.330 -0.374 -0.460
N -1.880 0.884 -0.826
C -0.697 -1.106 -1.424
O -0.466 -2.464 -1.225
H -1.877 -0.363 1.605
H -2.972 -1.301 0.585
H -1.380 -1.951 0.985
H -2.184 0.939 -1.789
H -2.615 1.218 -0.216
H -0.639 -0.748 -2.446
H 0.253 -2.739 -1.800
C 2.024 0.087 -0.394
C 1.175 0.781 0.632
N 1.441 0.495 2.023
N 1.174 2.213 0.457
H 2.908 0.669 -0.667
H 2.345 -0.903 -0.069
H 1.335 -0.140 -1.277
H 0.070 0.319 0.399
H 1.528 -0.504 2.169
H 2.318 0.926 2.299
H 0.571 2.642 1.150
H 0.825 2.459 -0.462

---

(10)
Entry from the OMol25 dataset: a 2-piece molecular cluster, C5H15NO overall (the ωB97M-V functional and the def2-TZVPD basis).

Spin multiplicity: 2
ΔE to the lowest compared entry with this formula, charge and spin (eV): 2.403
Strongest force on any atom (eV Å⁻¹): 4.31
Total charge: -1
Frontier orbital gap (spin up / spin down) (eV): 2.09 / 7.72
E (eV): -8962.4743

Positions of all 22 atoms, in Å:
C 0.632 1.425 0.111
N 0.780 0.055 -0.348
C -0.333 -0.402 -1.044
C 0.986 -1.540 1.564
C 1.716 -0.887 0.222
C 2.251 -2.010 -0.703
H 1.636 1.861 0.235
H 0.087 1.987 -0.571
H 0.271 1.501 1.182
H -0.948 0.373 -1.555
H -0.896 -0.791 -0.229
H -0.118 -1.326 -1.701
H 1.665 -2.262 1.931
H 0.111 -2.151 1.160
H 0.510 -0.732 2.209
H 2.460 -0.365 0.760
H 2.965 -2.563 0.035
H 1.590 -2.728 -1.067
H 2.678 -1.620 -1.662
H -6.269 3.595 0.468
H -5.583 4.250 -0.879
O -6.191 4.330 -0.118

---

- Which value of ΔE to the lowest compared entry with this formula, charge and spin does entry 8 give?
  6.450 eV